96
Properties=species:S:1:pos:R:3 method="wB97M-V/def2-TZVPD" gap_ev=9.7 energy_ev=-81231.6539 e_above_lowest_kcal_mol=0.0 total_charge=0 spin_multiplicity=1 smiles=c1ccncc1.c1ccncc1.c1ccncc1.c1ccncc1.c1ccncc1.c1ccncc1.c1ccncc1.c1ccncc1.ClCCCl lumo_energy_ev=0.448
Cl 3.1556 21.6483 13.9015
Cl 6.3588 21.2248 15.1713
N 5.6890 25.2068 12.3632
N 6.6796 20.2498 11.0449
N 1.4974 18.7113 18.6977
N 0.5252 18.6319 11.0311
N 0.7598 24.9200 12.4313
N 4.4805 25.0233 16.7016
N 8.0235 20.3578 18.0628
N 8.8317 24.5063 15.1249
C 6.7468 20.0651 18.3847
C 5.5219 23.6139 18.8868
C 4.7247 21.5757 13.0173
C 9.4419 22.3510 14.2482
C 8.7352 18.5356 19.4213
C 5.2660 27.4425 13.0216
C 5.6249 24.3492 16.6513
C 5.8722 22.2049 13.7552
C 6.4101 19.0091 19.2057
C 8.7840 24.1100 12.7875
C 3.5716 18.8809 17.4809
C 6.3183 27.0296 10.9444
C 8.9954 19.6260 18.5953
C 7.9668 18.3801 10.2999
C 7.4402 18.2105 19.7134
C 2.0727 24.6840 12.2557
C 9.2041 22.7995 12.9568
C 6.2313 25.6732 11.2370
C 1.9891 20.7079 17.4472
C -0.0337 24.8932 11.3762
C 8.4716 19.1688 9.2642
C -0.4230 18.6124 10.0822
C 1.7668 24.3879 9.8971
C 3.8187 24.9875 17.8702
C 5.2944 26.0885 13.2828
C 8.6451 24.9543 13.8744
C 7.0237 18.9660 11.1181
C 8.0934 20.4934 9.1473
C 1.3064 19.7004 11.1560
C 1.0797 20.8660 10.4269
C 2.6088 24.4507 11.0073
C 1.1573 19.9187 18.2564
C 5.7719 27.9602 11.8305
C 6.1483 23.5653 17.6509
C 3.2370 20.1817 17.1359
C 0.1127 20.8559 9.4545
C 0.4171 24.6053 10.0814
C 2.6636 18.2094 18.2832
C 7.1219 20.9743 10.0143
C 4.3056 24.2958 18.9745
C 9.2350 23.2536 15.2914
C -0.6163 19.6928 9.2324
H 5.6552 23.2376 14.0110
H 4.9443 28.1819 13.7467
H 1.9788 19.6789 12.0024
H 4.6394 21.9726 12.0034
H 8.3152 25.9853 13.8705
H 2.8205 25.3981 17.9481
H 4.5196 18.4750 17.1584
H 2.6744 24.7584 13.1507
H 5.3655 18.8142 19.4087
H 2.8382 17.2068 18.6585
H 8.5571 21.0571 8.3483
H 6.7798 22.0032 10.0257
H 9.5439 17.9507 19.8427
H -0.2592 24.5541 9.2382
H 9.9741 19.9379 18.2534
H 6.6009 18.4016 11.9442
H 2.0447 24.0686 8.8993
H 5.9620 20.6839 17.9676
H 7.0660 22.9977 17.5713
H 3.6474 24.1943 10.8407
H 5.9462 23.0910 19.7340
H 6.7065 22.2474 13.0628
H -1.0748 25.1580 11.5218
H 1.7387 21.7195 17.1640
H 6.6480 24.9917 10.5053
H 5.8740 28.9950 11.5388
H 7.1445 17.3264 20.2639
H 6.2060 24.5305 15.7501
H 0.2231 20.3711 18.5662
H 1.6550 21.7694 10.5765
H -1.0589 17.7388 10.0796
H 9.4150 22.2113 12.0723
H 3.7873 24.3354 19.9239
H 6.8068 27.4418 10.0701
H 3.9162 20.7750 16.5343
H 4.8392 20.5264 12.7615
H -1.3802 19.6987 8.4651
H 9.7513 21.3264 14.3978
H 9.1365 18.7211 8.5359
H 4.9449 25.7242 14.2439
H 8.6441 24.4846 11.7817
H 9.5007 22.9098 16.2853
H -0.0948 21.7589 8.8943
H 8.2893 17.3564 10.4195

=====

6
Properties=species:S:1:pos:R:3 method="wB97M-V/def2-TZVPD" gap_ev="9.9 / 7.2" energy_ev=-9748.2940 e_above_lowest_kcal_mol=39.5 total_charge=+2 s_squared=8.761 spin_multiplicity=6 lumo_energy_ev="-13.130 / -15.868"
Ru -1.6617 1.3558 -0.3048
O 0.3184 0.8435 0.1740
O 0.9953 -1.0906 0.1626
O -1.1457 -0.6501 -0.4076
C 0.0847 -0.3474 -0.3736
H 1.4090 -0.1112 0.7494

=====

11
Properties=species:S:1:pos:R:3 method="wB97M-V/def2-TZVPD" gap_ev=11.1 energy_ev=-145994.5893 e_above_lowest_kcal_mol=0.0 total_charge=0 spin_multiplicity=1 smiles=C[C@@](F)(Br)CBr lumo_energy_ev=0.677
Br 2.4351 0.5692 0.3453
Br -2.2323 0.5546 0.5321
F -0.4194 0.9271 -1.4331
C -0.4477 0.2274 -0.2718
C -0.2305 -1.2301 -0.5374
C 0.5998 1.0011 0.7694
H 0.4527 2.0716 0.6817
H -0.3213 -1.8141 0.3744
H -0.9850 -1.5602 -1.2521
H 0.7529 -1.3842 -0.9811
H 0.3957 0.6377 1.7726